Density functional theory data (the ωB97M-V functional and the def2-TZVPD basis) for a structure of composition C49H53AsBrN6O4PS2Sn in a non-equilibrium geometry.

Positions of all 118 atoms, in Å:
Sn -0.84668 0.08711 0.43233
Br 6.78179 -1.50778 2.26266
As 0.17890 3.48044 -1.95502
S -1.06017 -1.96249 -1.31496
S -0.77076 1.56194 -1.77354
P -1.00417 -1.83053 2.36636
O -2.00109 0.69747 3.10054
O 0.77453 3.16612 0.55340
O 1.84910 0.30291 2.09121
O 1.82890 0.45883 -0.55164
N -3.08273 -1.13759 -2.86060
N -0.97839 -1.00930 -3.81616
N -0.63116 1.91616 1.81794
N 0.06928 4.04100 2.52341
N 3.18323 0.52257 -2.79687
N 5.17739 -0.43276 -2.95053
C -5.24232 0.89725 0.17840
C -1.40363 2.81714 3.91673
C 2.09432 3.62862 -1.82342
C -5.00042 -1.16746 1.41905
C -5.80395 -0.18655 0.78648
C 0.19574 -5.42686 0.71631
C 0.89240 -1.71732 4.31955
C 3.62363 0.97390 -6.45871
C 1.38697 -1.56453 5.60450
C -5.59049 -2.28342 2.05513
C -4.82175 -3.20124 2.70850
C -0.84709 -1.18832 6.41511
C 4.87728 0.35512 -6.55743
C 2.96785 1.09492 -5.25039
C 5.51390 -0.15947 -5.44613
C -0.10645 -4.08162 0.86295
C 0.22705 -6.25905 1.82319
C -3.42962 -3.03012 2.78065
C 4.84931 -0.04167 -4.23183
C 0.47657 -0.99679 -3.76357
C 3.59006 0.56882 -4.11854
C -3.98311 -1.93439 -2.02439
C -3.70888 0.01118 -3.51332
C -0.82349 4.99224 -1.28517
C 4.11697 -0.53746 2.08660
C -2.80764 -1.96649 2.16938
C -0.47542 -1.59282 4.08082
C -0.68815 3.92098 3.65243
C -1.37193 1.74254 2.96021
C -1.52029 -0.82634 -5.15662
C -0.07820 3.77305 -3.85617
C -3.04284 0.07408 0.70289
C 0.51821 -1.28699 6.65053
C -0.03763 -5.73682 3.08049
C 0.09116 3.03126 1.57156
C -3.83543 1.01856 0.11896
C 2.97291 0.03130 0.03992
C -1.75172 -1.28412 -2.76895
C 2.99078 -0.06980 1.43544
C 4.12944 -0.28883 -0.68900
C 4.15185 -0.07570 -2.13158
C -3.58462 -1.01342 1.43241
C -0.40179 -3.55137 2.11366
C 2.06193 1.06815 3.27630
C -1.34994 -1.33353 5.13247
C -0.34681 -4.39504 3.23141
C 5.26557 -0.74606 -0.01671
C 5.24120 -0.88241 1.35199
C 0.83591 5.26558 2.30811
H -1.52771 -1.00347 7.23575
H 5.35504 0.28614 -7.52474
H 2.34027 4.66360 -2.06364
H 0.81782 -1.04742 -2.73924
H -0.55348 -4.01479 4.22071
H 1.55782 -1.95326 3.49657
H -1.99888 2.71515 4.80969
H 1.51680 5.10813 1.47912
H -0.10752 -3.44498 -0.00623
H 2.53228 2.96013 -2.56286
H 6.48341 -0.63433 -5.51706
H 1.08245 1.30144 3.68213
H 0.16835 6.09815 2.08228
H -2.96151 0.71020 -3.87293
H 1.40982 5.50558 3.20125
H -6.66794 -2.38790 2.01978
H 0.37666 2.97752 -4.44196
H -0.61769 5.83769 -1.94096
H -0.55204 5.23497 -0.26560
H -1.88343 4.74898 -1.34110
H 2.62133 0.51658 4.03008
H 6.01992 -0.91568 -2.69086
H 2.01754 0.56091 -1.53281
H -3.79940 -2.99690 -2.17645
H -1.66736 0.22739 -5.39958
H 3.16340 1.37039 -7.35393
H 6.17679 -0.97980 -0.54848
H -5.27691 -4.05567 3.19050
H -3.86126 -1.71514 -0.96846
H 2.43436 3.37313 -0.82721
H -2.85134 -3.75502 3.33684
H 0.84076 -0.07690 -4.21394
H 0.90633 -1.16361 7.65280
H -4.35375 -0.30172 -4.33553
H -0.00496 -6.36921 3.95780
H 0.46037 -7.30956 1.71440
H 4.14170 -0.63422 3.16245
H 2.44723 -1.67217 5.79462
H 2.59668 1.99284 3.03943
H 2.00613 1.58789 -5.18330
H -2.40958 -1.24773 4.93848
H 0.87373 -1.85099 -4.31584
H -1.14026 3.83000 -4.08829
H -2.46368 -1.35746 -5.25757
H -6.88045 -0.30261 0.81218
H 0.39476 4.72135 -4.11397
H -3.39605 1.85909 -0.40771
H -4.31375 0.53217 -2.76955
H -0.67700 4.77944 4.31070
H -0.80587 -1.23972 -5.86608
H -5.86142 1.66281 -0.27227
H -5.00401 -1.70557 -2.31913
H 0.41012 -5.81872 -0.26906

Calculated values
Maximum force, eV Å⁻¹: 1.796
E_LUMO, eV: -6.4
Total charge: +2

Here are the Löwdin charges for atoms 1 to 99, given in e: 1.05 0.79 0.85 0.74 0.34 1.10 -0.03 -0.12 -0.15 -0.08 -0.17 -0.18 0.08 -0.04 0.14 0.19 -0.06 0.04 -0.19 -0.16 -0.02 -0.06 -0.12 -0.07 -0.07 0.00 -0.04 -0.05 -0.07 -0.03 0.00 -0.12 -0.05 -0.05 -0.17 -0.08 -0.22 -0.04 -0.04 -0.19 -0.04 -0.28 -0.37 -0.03 -0.50 -0.02 -0.25 -0.29 -0.05 -0.05 -0.51 -0.13 -0.17 -0.68 -0.21 -0.06 -0.22 -0.22 -0.33 -0.04 -0.07 -0.09 -0.07 -0.66 0.00 0.12 0.11 0.06 0.03 0.11 0.11 0.13 0.09 -0.03 0.02 0.12 0.09 0.10 0.06 0.10 0.13 0.01 0.05 0.02 0.05 0.08 0.16 0.05 0.10 0.10 0.11 0.11 0.12 0.05 0.03 0.11 0.06 0.11 0.11

Density functional theory data (the ωB97M-V functional and the def2-TZVPD basis) for an isolated molecule of C2H6NO2P in a non-equilibrium geometry.

Positions of all 12 atoms, in Å:
P 2.56070 -0.62567 -1.37760
O 1.14154 0.24814 -0.68924
O -0.39857 -1.40658 -0.25669
N -2.42845 0.34060 0.76256
C -0.15264 -0.01583 -0.19267
C -1.15278 0.76456 0.37490
H -2.72610 -0.51751 0.47285
H -2.57904 0.47515 1.75182
H 3.71448 -0.11188 -0.66459
H -0.71216 1.81601 0.25747
H 2.84598 0.47435 -2.09620
H 0.31772 -2.04781 -0.56223

Calculated values
Maximum force, eV Å⁻¹: 5.764
Relative energy (zero: lowest compared OMol25 entry of this formula, charge and spin), kcal/mol: 86.8
E_LUMO, eV: 0.2
Total charge: 0

What are the Löwdin partial charges on each atom? They are as follows, in elementary charge units: 0.88 -0.43 -0.04 0.04 -0.39 -0.17 0.03 0.08 -0.10 0.13 -0.14 0.09

Density functional theory data (the ωB97M-V functional and the def2-TZVPD basis) for a structure of composition C38H48Ge2N5O4S2TeTi in a non-equilibrium geometry.

Positions of all 101 atoms, in Å:
Te 14.78941 -19.70583 -6.27846
Ge 8.39519 -20.83579 -4.28995
Ge 5.74183 -19.99322 -5.04719
Ti 8.30649 -17.02736 -5.02059
S 9.18931 -16.45606 -9.64269
S 8.94831 -15.18993 -7.02097
O 8.66850 -14.99861 -5.55711
O 11.61849 -17.40331 -2.79069
O 9.99519 -17.66890 -4.28591
O 8.12138 -14.38519 -7.86750
N 8.79292 -16.84082 -7.04875
N 9.35928 -18.74589 -8.35266
N 1.33571 -13.10769 -6.06140
N 8.11533 -16.22003 -2.91951
N 14.45051 -13.56126 -8.14948
C 12.13669 -13.05671 -7.80177
C 5.43643 -14.91129 -5.06403
C 3.67206 -20.82992 -7.20295
C 6.01224 -25.25331 -2.71861
C 6.01023 -24.16643 -3.59419
C 8.45518 -24.23512 -3.67461
C 4.35235 -14.07988 -5.17876
C 7.25689 -25.75418 -2.25688
C 2.86305 -15.82173 -4.27981
C 3.34256 -20.31106 -3.17967
C 5.17736 -16.26345 -4.74908
C 9.73009 -17.82514 -10.42959
C 16.91500 -19.16164 -6.07719
C 9.48596 -16.13097 -2.40679
C 8.49108 -25.24061 -2.68822
C 9.69594 -20.83391 -5.78288
C 6.38836 -21.78118 -5.57854
C 9.27383 -21.09765 -2.53890
C 2.10642 -13.75327 -5.47650
C 4.82236 -19.91494 -3.25559
C 6.22504 -17.16192 -5.03449
C 7.23584 -22.37357 -4.70206
C 12.99867 -15.17594 -7.06461
C 10.63225 -14.83014 -7.17993
C 10.49426 -17.14399 -3.15788
C 9.62624 -21.91047 -6.89201
C 6.79570 -18.38337 -4.98005
C 3.93540 -16.65904 -4.17226
C 10.83822 -13.53084 -7.68884
C 7.25185 -23.61789 -4.04564
C 4.62708 -19.73800 -6.74116
C 9.04538 -17.46823 -8.20213
C 14.53892 -19.41061 -8.42672
C 13.22381 -13.91571 -7.67046
C 3.08520 -14.53281 -4.82513
C 9.76396 -18.92499 -9.61234
C 11.70525 -15.66548 -6.83165
C 10.56883 -21.87033 -2.54125
H 10.51964 -22.60263 -1.77507
H 1.84419 -16.15967 -4.06957
H 10.51839 -22.58752 -6.95501
H 15.19783 -14.24265 -8.11399
H 9.38471 -23.90907 -4.12397
H 17.31948 -19.66798 -5.21202
H 3.19323 -21.43739 -6.45807
H 3.18046 -21.16429 -2.54534
H 9.58380 -21.39859 -7.90164
H 8.49790 -21.61803 -1.99532
H 4.11145 -18.73247 -6.62682
H 6.46329 -14.60361 -5.26440
H 11.40495 -21.22275 -2.39413
H 9.37405 -20.10570 -2.07021
H 7.63781 -17.01023 -2.49770
H 17.47596 -19.35957 -6.98238
H 15.06913 -20.19267 -8.92897
H 12.28087 -12.02505 -8.08935
H 9.73125 -19.88466 -6.36185
H 3.79695 -17.66224 -3.83055
H 2.64921 -19.56087 -2.85586
H 4.16328 -21.54963 -7.89677
H 10.78642 -22.39298 -3.48360
H 2.85109 -20.39709 -7.84952
H 5.10612 -25.67368 -2.37625
H 10.02118 -17.67151 -11.48282
H 10.65587 -20.84078 -5.28650
H 13.49547 -19.39291 -8.73467
H 9.57149 -16.15158 -1.32599
H 5.39434 -20.61810 -2.60426
H 7.26985 -26.57083 -1.53876
H 2.94682 -20.52795 -4.15388
H 9.83760 -15.13750 -2.69447
H 5.11329 -23.64656 -4.04614
H 5.45851 -19.65074 -7.47482
H 15.01364 -18.43399 -8.54213
H 6.01873 -22.26828 -6.46886
H 4.37442 -13.08001 -5.62369
H 14.70824 -12.61789 -8.41595
H 9.44499 -25.52501 -2.25055
H 11.64551 -16.65849 -6.36976
H 9.99203 -12.93072 -7.91988
H 13.89674 -15.73556 -6.64416
H 16.94054 -18.07034 -5.94831
H 5.04145 -18.92017 -2.87200
H 8.73581 -22.52206 -6.76126
H 7.63002 -15.34904 -2.74647
H 10.07878 -19.93262 -9.85524

Calculated values
<S²>: 0.756
Multiplicity: 2
Maximum force, eV Å⁻¹: 4.281
Relative energy (zero: lowest compared OMol25 entry of this formula, charge and spin), kcal/mol: 50.1
E_LUMO (spin up / spin down), eV: -0.7 / -0.8
Total charge: 0

Here are the Löwdin charges for atoms 1 to 99, given in e: 1.00 0.99 0.83 0.97 1.09 0.63 -0.40 0.08 -0.18 -0.28 -0.22 0.07 0.16 -0.01 0.12 -0.02 0.00 -0.20 -0.08 -0.02 -0.05 -0.02 -0.09 0.00 -0.16 -0.22 -0.44 -0.45 -0.11 -0.07 -0.34 -0.22 -0.36 -0.21 -0.31 -0.24 -0.39 -0.01 -0.33 -0.54 -0.15 -0.33 0.00 -0.04 -0.26 -0.33 -0.65 -0.45 -0.32 -0.23 -0.26 -0.02 -0.17 0.06 0.13 0.08 0.10 0.10 -0.02 0.04 0.06 0.06 0.05 0.07 0.09 0.06 0.05 0.11 -0.01 -0.02 0.11 0.02 0.08 0.05 0.07 0.05 0.08 0.08 0.07 0.04 -0.01 0.12 0.07 0.09 0.04 0.12 0.13 0.07 -0.02 0.06 0.13 0.11 0.10 0.12 0.11 0.13 -0.02 0.04 0.03

Density functional theory data (the ωB97M-V functional and the def2-TZVPD basis) for the ion C21H27N2O2 with charge +1 in a non-equilibrium geometry.

Positions of all 52 atoms, in Å:
O 5.19919 1.71887 0.65444
O -0.77421 -4.58709 -3.01390
N -1.24047 0.84002 0.72970
N -3.97510 -0.70867 -0.58365
C 3.94216 1.23477 0.46253
C -0.83268 2.04262 1.56961
C 0.45124 -2.49765 -2.49804
C 0.35188 -5.21957 -3.64538
C 2.93072 2.22267 0.43722
C -2.67094 0.32565 1.30190
C 0.49088 -1.35377 -1.69290
C -1.68929 -3.05708 -1.48019
C -0.64642 -3.38866 -2.38227
C 1.58947 1.86536 0.26472
C 3.61323 -0.12485 0.39413
C -0.18884 -0.10237 0.48878
C -3.86370 0.41051 0.33401
C -0.44094 -1.10905 -0.67312
C -1.53779 -1.97941 -0.62898
C 3.58299 3.54443 0.70600
C -2.99606 1.31637 2.43230
C 1.23841 0.50485 0.35356
C 5.07737 3.19818 0.75432
C 2.27205 -0.45105 0.39460
C -1.76327 2.11838 2.76801
H 1.25885 -2.71285 -3.20611
H -1.23233 1.70039 3.63423
H -4.84439 -1.23262 -0.46116
H 4.41313 -0.85504 0.33925
H -1.47452 1.21628 -0.18865
H 1.18666 -5.35389 -2.94505
H 0.86849 2.66627 0.10557
H -3.77116 2.01278 2.07943
H 3.36748 4.30095 -0.05890
H -4.79159 0.42826 0.92908
H 5.62457 3.62912 -0.09472
H -1.99938 3.16764 2.94550
H 5.56072 3.49983 1.69239
H -2.37248 -1.76460 0.03324
H -3.82736 1.38144 -0.19286
H -3.92881 -0.40373 -1.54905
H 3.26945 3.96520 1.67622
H -3.39977 0.79609 3.30346
H 1.30684 -0.65784 -1.87209
H -0.92698 2.91765 0.90460
H 2.01578 -1.51005 0.35845
H 0.68136 -4.65517 -4.52637
H -2.50561 -0.69747 1.68022
H 0.18708 1.97447 1.94933
H -0.03661 -6.18951 -3.95085
H -2.58832 -3.68114 -1.45275
H -0.16101 -0.70592 1.42014

Calculated values
Maximum force, eV Å⁻¹: 3.446
Relative energy (zero: lowest compared OMol25 entry of this formula, charge and spin), kcal/mol: 72.3
E_LUMO, eV: -2.5
Total charge: +1

What are the Löwdin partial charges on each atom? They are as follows, in elementary charge units: -0.01 -0.09 0.02 -0.01 -0.22 -0.10 0.01 -0.05 -0.14 -0.15 -0.05 0.01 -0.25 0.00 0.03 -0.18 -0.22 -0.16 -0.07 -0.10 -0.14 -0.18 -0.10 -0.05 -0.14 0.12 0.13 0.10 0.13 0.18 0.10 0.11 0.12 0.12 0.14 0.13 0.13 0.13 0.06 0.14 0.10 0.12 0.13 0.12 0.14 0.13 0.09 0.15 0.12 0.09 0.13 0.18

Density functional theory data (the ωB97M-V functional and the def2-TZVPD basis) for a structure of composition C18H18F5N4OPdTe in a non-equilibrium geometry.

Positions of all 48 atoms, in Å:
Te 3.08182 -1.29113 -0.13136
Pd 0.21529 -0.39625 0.10969
F 3.76007 -1.28444 -1.82035
F 1.42016 -2.17537 -0.76036
F 4.48901 -0.57976 0.76238
F 3.71155 -2.97940 0.11141
F 2.10255 -1.58660 1.47297
O 2.10993 0.28894 -0.29882
N -0.17320 -0.14417 2.15210
N -0.97806 1.20272 0.04069
N -1.47219 -1.43570 0.09899
N -0.03593 -0.20320 -2.00346
C 0.02035 -1.04799 3.12430
C -0.44246 1.04356 -2.33205
C -2.65935 -3.46445 0.18084
C -2.43598 0.76228 -0.03177
C -0.62924 1.42498 -3.64058
C -3.82562 -1.36713 -0.00668
C -0.80027 1.49396 3.75668
C -1.46543 -2.77415 0.19474
C 0.20141 -1.09993 -2.96877
C 0.04202 -0.77256 -4.30487
C -3.85078 -2.75453 0.07456
C -0.58391 0.56964 4.77379
C -0.58212 1.10550 2.45418
C -0.18479 -0.71786 4.45026
C -0.37415 0.50112 -4.65030
C -0.68329 2.01484 1.27777
C -2.60363 -0.72658 0.01656
C -0.55440 1.97763 -1.17500
H -2.95589 1.22343 0.80895
H -0.01933 -1.46701 5.21223
H -0.50395 -3.26870 0.26114
H 0.41536 2.43159 -0.96261
H 0.51251 -2.08842 -2.67616
H -4.74066 -0.79335 -0.08112
H -4.79753 -3.27953 0.05862
H -2.64629 -4.54363 0.25132
H 0.33394 -2.03829 2.83252
H -0.73357 0.85476 5.80736
H 0.25090 -1.52276 -5.05509
H -0.50346 0.77779 -5.68877
H -1.47145 2.76485 1.37580
H -2.85468 1.17062 -0.95245
H 0.26319 2.53509 1.11896
H -1.12935 2.50148 3.97635
H -0.95661 2.43049 -3.87139
H -1.28378 2.77654 -1.33039

Calculated values
Maximum force, eV Å⁻¹: 2.693
E_LUMO, eV: -13.3
Total charge: +3

What are the Löwdin partial charges on each atom? They are as follows, in elementary charge units: 1.88 1.36 -0.28 -0.41 -0.26 -0.27 -0.39 -0.57 0.01 -0.17 -0.03 0.03 -0.06 -0.24 0.03 -0.01 0.05 0.05 0.05 -0.05 -0.05 0.03 0.05 0.04 -0.23 0.03 0.04 -0.05 -0.22 -0.06 0.16 0.14 0.13 0.15 0.12 0.15 0.15 0.15 0.13 0.15 0.14 0.15 0.17 0.16 0.16 0.15 0.15 0.17

Density functional theory data (the ωB97M-V functional and the def2-TZVPD basis) for a cluster of 2 separate species, C20H14Cl2F2O2S in total in a non-equilibrium geometry.

Positions of all 41 atoms, in Å:
Cl -0.79526 -0.96168 4.38151
Cl -4.24620 -1.72759 12.42976
S -0.71046 -0.99884 7.24728
F -0.51683 -3.63927 -2.45235
F 4.70947 -1.16742 -0.51593
O 0.29617 -2.02495 7.42807
O -0.33906 0.40100 7.29266
C -2.39675 -2.85208 -1.22705
C -0.13887 -2.06582 -0.72027
C -3.30210 -1.53042 11.01346
C 2.07284 0.81443 1.98509
C -2.45173 -0.12151 9.23870
C -1.02534 -2.84447 -1.44827
C 1.58527 -0.29275 1.21805
C 0.20584 -0.63274 1.32896
C -2.89184 -2.03153 -0.19886
C -2.03756 -1.30607 0.61402
C -1.83911 -2.45844 9.32439
C 3.83746 -0.53148 0.34005
C 3.39680 1.20854 1.91883
C -1.78729 -1.21764 8.70187
C -2.60329 -2.62014 10.48649
C 4.31454 0.54290 1.08683
C 2.53145 -0.99210 0.41117
C -1.58265 -1.29026 5.79145
C -0.61612 -1.33631 0.41308
C -3.21450 -0.27590 10.40317
H -0.31773 -0.17051 2.16422
H -2.37967 -2.02161 5.77262
H 3.74515 2.05788 2.50394
H -3.96968 -1.96645 -0.05526
H -2.64949 -3.58361 10.98300
H -2.36558 0.85379 8.76865
H 0.89431 -2.03529 -1.02953
H 5.36220 0.82805 1.04180
H 2.27600 -1.90466 -0.11527
H 1.37666 1.35035 2.63056
H -3.73273 0.57196 10.83909
H -2.44084 -0.69887 1.42393
H -1.27606 -3.29616 8.92319
H -3.05197 -3.48303 -1.82661

Calculated values
Maximum force, eV Å⁻¹: 1.607
E_LUMO, eV: -3.4
Total charge: 0

What are the Löwdin partial charges on each atom? They are as follows, in elementary charge units: 0.70 0.69 0.58 0.04 0.04 -0.34 -0.35 0.01 0.07 -0.69 -0.01 -0.05 -0.23 -0.18 0.03 -0.06 -0.01 -0.05 -0.23 -0.06 -0.27 -0.09 0.02 0.06 -0.76 -0.18 -0.09 0.03 0.03 0.11 0.11 0.11 0.12 0.10 0.12 0.11 0.12 0.11 0.11 0.12 0.13

DFT total energy, record by record: -8689.94970 -626.28214 -8119.02719 -1076.10537 -1885.11718 -2439.11624 Eh